(1)
Formula: C20H17N3OOsSe
Source: the OMol25 dataset
Level of theory: wB97M-V/def2-TZVPD

Spin multiplicity ... 5
Relative energy (zero: lowest compared OMol25 entry of this formula, charge and spin) ... 0.0 kcal per mole
E_LUMO (alpha / beta) ... -8.110 / -9.551 eV
Charge ... +2
HOMO energy (alpha / beta) ... -14.18 / -14.09 eV

The geometry in XYZ format:
```
43
Properties=species:S:1:pos:R:3:forces:R:3
C 3.395978 3.961105 0.171698 -0.40 -0.47 -0.43
N -1.650434 -0.164296 0.544243 -2.70 -0.01 -0.09
H -4.374485 -2.066542 0.157318 -0.62 -1.86 0.02
H -4.153786 2.110531 0.517973 0.16 -0.28 -0.01
H 6.310878 1.877422 -1.198320 0.67 0.13 -0.33
C -2.435619 -1.265043 0.619939 -0.49 0.49 -1.28
H 2.553137 4.480946 0.590718 -0.06 0.35 0.02
C -1.708310 -3.706092 -0.903636 2.17 1.22 -0.29
C 3.262683 2.560733 -0.005342 1.18 1.18 -0.06
H -0.105760 -7.086328 0.190929 -0.26 0.19 0.12
H -0.831917 4.101557 1.172469 0.69 0.85 -0.11
H 4.577328 5.690319 -0.128493 0.18 0.13 -0.22
C 2.020589 1.870606 0.040681 0.22 2.54 1.76
C -2.294963 1.076816 0.529966 0.18 -1.55 1.46
C -0.277510 -3.728598 -0.629206 -1.16 -1.71 0.16
C 0.157088 -5.020162 -0.128829 3.06 2.67 -0.51
C -1.365619 2.143490 0.802228 2.79 -0.21 -1.58
C -2.474210 -4.748393 -0.493598 -1.32 -0.67 -0.55
H 1.227814 -5.072824 0.157586 -0.72 -0.13 -0.33
C -1.939812 -5.997235 -0.167797 -2.14 -0.21 0.67
C 4.384092 1.853593 -0.391218 0.93 1.01 -1.06
C -1.716068 3.537076 1.038500 -1.37 -0.45 0.44
C 5.519123 2.513885 -0.873882 -1.16 -0.34 0.71
Os 0.164232 -0.142845 -0.234169 2.09 0.01 0.70
H -2.362080 3.858038 0.210907 0.37 0.31 0.03
H 4.336768 0.804256 -0.416184 0.10 -1.20 -0.12
C -4.445037 0.015044 0.211355 1.74 -0.83 0.16
C -3.792637 -1.226382 0.324759 0.15 2.28 0.45
C 4.528498 4.625363 -0.284083 -1.37 -0.32 0.82
H -5.449847 0.155178 -0.101972 -0.82 -0.29 0.06
C -0.595562 -6.140132 -0.028857 0.41 -0.97 0.25
C 5.534961 3.903231 -0.881409 1.86 0.45 -0.22
N 0.992865 2.508746 0.604782 -0.13 -0.17 -0.31
C -3.682051 1.125616 0.476575 0.45 1.91 -0.27
H -2.336881 3.609256 1.934213 0.03 0.12 0.10
N -0.091134 1.749716 0.544136 -2.42 -0.34 -0.26
H -1.928946 -2.194428 0.671001 0.34 -0.54 0.36
H -2.687520 -6.786217 0.039807 0.86 0.26 -0.24
H -2.145542 -2.905313 -1.491275 0.00 0.13 0.32
H -3.566607 -4.679290 -0.558145 0.45 0.01 -0.24
O 1.970083 0.686553 -0.463615 -2.02 -1.83 -0.43
H 6.411358 4.484609 -1.250287 -0.71 -0.79 0.15
Se 1.064850 -2.373561 -0.921452 -1.23 -1.06 0.16
```
Forces are in eV/Å.

=====

(2)
Formula: C20H18Cl2F6N6O3PPr
Source: the OMol25 dataset
Level of theory: wB97M-V/def2-TZVPD

Spin multiplicity ... 4
E_LUMO (alpha / beta) ... 1.539 / 1.534 eV
Charge ... -1
HOMO energy (alpha / beta) ... -3.95 / -3.95 eV

The geometry in XYZ format:
```
57
Properties=species:S:1:pos:R:3:forces:R:3
C -2.189392 -1.971683 1.106152 -0.26 1.65 -0.99
C -1.531169 -0.014207 2.364778 2.07 1.09 2.35
C -0.934102 4.511229 -1.576468 -1.36 -0.05 1.61
H -4.843610 2.394770 -0.917368 -0.24 1.95 -0.87
F -2.445931 -0.982568 -2.403127 -0.19 0.75 0.36
C -1.316541 -3.025686 1.750367 0.79 2.20 1.46
H 2.250684 2.794406 -2.929295 -0.82 0.79 -0.35
O -4.836547 1.566126 -0.507434 0.79 -2.42 0.74
H -1.833154 -4.548643 0.464380 -0.78 -0.18 0.13
C -1.451617 3.163394 0.607767 -0.34 -1.49 1.13
C 2.032230 0.747760 -2.561903 -1.74 -1.87 0.50
P 2.069046 -3.709292 -1.454573 -2.14 0.01 2.77
F 1.423187 -2.753047 -0.440357 -0.27 0.20 -0.02
F 0.671760 -3.781734 -2.336247 2.21 -1.14 1.24
N 4.108557 2.173514 -2.849340 3.46 -1.61 0.04
C -0.376668 -5.259000 1.794297 -0.31 1.94 1.69
N -1.335572 1.772014 0.795087 -0.57 2.73 -1.29
H 1.186417 -3.063058 3.809249 -0.78 -0.83 -0.24
O -1.537227 4.116582 1.403825 0.47 -1.17 -0.90
H 2.100495 -0.269999 -3.019135 0.35 0.92 -0.71
N -0.436303 -2.628394 2.666837 0.97 -1.48 0.10
H 1.339911 -5.440279 3.202191 -0.70 0.15 -0.38
O -2.939315 -2.277572 0.138186 0.19 -0.57 0.69
H -0.720964 5.392290 -0.998837 0.40 0.27 0.03
H -0.526902 -6.260300 1.536007 0.29 -1.32 -0.77
F 3.475851 -3.614964 -0.666783 -0.29 -0.55 -0.91
C -1.044791 1.285617 2.030907 -0.14 -1.33 1.71
N -2.057133 -0.634920 1.318909 -1.43 -3.60 -0.64
H 0.177788 2.902710 2.773033 -0.41 -0.70 0.18
C -1.290875 -4.302422 1.363984 -0.22 -2.96 -2.82
N -1.806778 2.375966 -1.694611 -1.13 -0.53 1.43
H 2.719707 1.698755 -4.366946 -0.58 0.66 1.22
C -0.155114 1.425718 4.267560 -1.45 -2.64 0.02
F 2.691820 -2.920700 -2.608170 0.58 -0.28 -0.90
C 0.416147 -3.556711 3.161421 0.87 4.44 0.55
C -1.229675 3.287241 -3.660406 0.59 2.44 -2.67
H 0.920843 0.945960 -2.559581 0.90 0.17 -0.65
H 3.185174 1.083243 -0.937847 0.60 -0.09 0.53
H 4.875990 1.488503 -3.212082 -2.18 1.52 0.79
C -1.791123 2.285135 -2.975841 0.21 0.32 2.85
Cl -0.520163 -0.531958 6.177861 0.04 -0.30 1.11
H -1.221543 3.171085 -4.765523 0.44 0.68 0.81
C -1.501721 3.432926 -0.866293 1.08 -1.50 -3.21
C -0.844841 4.475776 -2.941347 -0.28 -2.42 -0.89
H -1.824833 -1.569178 3.965035 0.68 1.68 -0.56
C -1.331337 -0.591041 3.667021 -2.13 0.07 -0.70
C -0.260823 1.909156 2.986318 0.35 1.72 0.41
H 2.206722 -0.326653 -0.672857 0.29 1.24 -1.01
H 4.457496 3.110307 -3.054952 -0.53 -0.43 0.00
Cl 0.369413 2.377840 5.537869 1.11 1.35 1.18
F 1.902828 -5.187981 -0.797386 -0.13 1.77 -2.13
N 2.378214 0.558128 -1.186717 0.07 -0.04 1.36
Pr -2.980849 0.253961 -0.639970 -0.18 0.10 -0.94
C 2.757496 1.912773 -3.244359 0.10 -1.25 -1.68
C 0.530017 -4.828374 2.765059 0.34 -2.62 -0.44
H -0.396951 5.288974 -3.447439 0.25 0.70 -0.63
C -0.734228 0.148508 4.639093 1.08 1.85 -1.69
```
Forces are in eV/Å.

=====

(3)
Formula: C20H18Cl40N2O4S
Source: the OMol25 dataset
Level of theory: wB97M-V/def2-TZVPD

Spin multiplicity ... 1
E_LUMO ... -0.215 eV
HOMO energy ... -9.14 eV

The geometry in XYZ format:
```
85
Properties=species:S:1:pos:R:3:forces:R:3
C -3.133956 1.205838 0.833080 -0.03 -0.14 0.04
Cl 8.469743 -5.298298 4.006251 0.00 0.00 0.01
C -2.011933 -2.784068 3.230854 0.02 -0.06 0.32
Cl -6.121844 0.495361 -4.997347 0.01 -0.07 -0.07
Cl -1.909147 -3.311767 1.541568 0.24 -0.07 0.10
C -2.579364 0.127266 -0.126812 0.00 -0.17 0.15
H 1.470644 3.389003 -1.579597 0.09 -0.07 0.30
H 0.250876 1.575399 1.537232 0.19 0.15 -0.13
Cl -4.927079 -2.392311 2.454741 -4.78 3.27 -4.88
Cl -5.322419 -2.946540 -3.211097 -0.07 0.03 -0.03
Cl -4.170415 -3.628381 -0.670643 -0.15 0.00 -0.07
C 10.026284 -4.728566 3.391124 -0.03 -0.01 0.01
Cl -5.549435 4.739672 -7.731910 -0.01 0.01 -0.02
Cl -3.968472 -1.197327 -5.909520 0.03 0.01 0.02
Cl 0.109626 5.812903 -5.895341 0.01 -0.05 0.03
Cl 1.844003 -6.807561 4.215955 -0.01 0.01 0.00
Cl -0.561411 5.096308 -3.176782 0.02 0.00 -0.05
Cl -6.610483 6.671375 -5.874773 0.03 0.00 0.02
Cl -3.894759 5.719220 -5.586087 0.03 0.03 0.02
Cl 3.827857 0.143923 3.469583 0.29 0.02 -0.01
C -0.074975 -0.055790 -0.564874 0.16 -0.22 0.03
C 2.891489 0.170822 4.953442 -0.02 -0.06 -0.05
Cl 6.538885 -5.076423 0.776398 0.02 -0.01 -0.01
Cl 3.935050 -0.097254 6.359474 -0.09 -0.02 -0.14
Cl -6.921978 -4.306365 -1.216194 0.03 0.03 -0.04
Cl -7.253121 -0.737614 2.832998 -0.06 0.00 0.07
Cl -3.515813 -3.375535 3.936313 4.88 -3.30 4.85
O 3.184059 1.694895 -0.133745 -0.51 -0.18 0.20
Cl 9.755601 -3.543508 2.115216 0.07 0.01 -0.02
H -3.403713 -0.235875 -0.754204 0.12 0.10 0.06
O 2.673281 5.765212 -1.071261 -0.15 0.08 0.34
C 2.435493 -0.347356 -0.952079 0.18 0.17 -0.46
Cl 0.914094 7.514880 -3.713015 -0.02 0.03 0.00
C -5.654648 -3.107522 -1.488496 0.08 -0.07 0.04
Cl -0.631460 -3.425121 4.134121 -0.12 0.01 -0.09
C -4.382452 0.415099 -5.315926 -0.11 -0.01 0.04
H -3.584125 3.214542 0.830567 0.10 -0.10 -0.08
H -2.570526 1.193502 1.780474 -0.07 0.13 -0.30
H -0.088290 -0.060577 0.528620 0.16 -0.21 -0.14
H 2.939525 -0.417044 -1.932792 -0.23 -0.12 0.20
Cl 4.070683 -5.045573 3.688749 0.00 0.00 0.01
O 2.154095 4.133291 0.237679 -0.09 -0.07 -0.06
H -2.264352 -0.737792 0.491247 -0.29 0.36 -0.36
Cl -6.163807 -1.553484 -0.828009 -0.04 0.07 -0.07
C 6.041852 -3.398723 0.526398 -0.01 0.08 0.03
H -0.026463 -1.112855 -0.870934 -0.11 0.28 -0.02
C 1.227672 0.630812 -1.034716 0.03 0.00 0.14
Cl 10.939169 -3.983124 4.707671 0.00 -0.01 -0.01
C 0.670028 5.844213 -4.220649 -0.08 0.05 0.09
H -4.172980 0.924945 1.092549 0.32 -0.02 -0.03
Cl 1.738464 -4.956720 2.008796 -0.10 -0.04 -0.03
Cl -3.521065 0.741942 -3.807402 0.06 -0.03 -0.02
C -5.541404 5.278205 -6.047619 0.04 -0.05 -0.02
C -1.395282 0.556779 -1.022247 -0.06 0.14 -0.05
N 1.901344 5.483504 -0.253212 0.15 -0.01 -0.27
Cl -6.388742 -2.518257 4.935863 -0.14 -0.04 0.09
H 0.191765 1.990859 -2.816273 -0.09 -0.01 0.07
Cl -1.987707 -1.019223 3.290996 0.51 -0.15 -0.09
S 1.182074 1.088443 -2.818028 0.05 -0.11 0.11
Cl 3.504813 -7.232642 1.892769 0.00 -0.01 0.01
Cl -6.100517 3.961565 -5.012992 -0.08 0.09 0.05
Cl 4.309866 -3.353308 0.189277 -0.02 -0.12 -0.06
Cl 6.934849 -2.720684 -0.840015 -0.02 0.00 0.02
Cl 1.667859 -1.102435 4.846079 -0.05 -0.04 0.14
Cl 2.180948 4.957680 -4.061846 0.00 -0.11 -0.13
C 1.333970 1.576741 1.372837 0.07 0.36 0.18
H 1.774079 2.378911 1.980148 -0.06 -0.24 -0.16
Cl -3.929762 1.608048 -6.527989 0.02 0.02 -0.03
C -5.849867 -1.458590 3.630225 0.12 0.14 -0.24
N -3.048899 2.559826 0.267538 -0.07 -0.06 -0.02
Cl 10.936280 -6.098322 2.744218 0.00 0.00 0.00
Cl 2.079932 1.732761 5.112639 -0.01 0.08 0.06
C 1.724225 1.812935 -0.087959 0.05 -0.26 -0.11
H -3.448204 2.579904 -0.668154 -0.04 -0.01 0.14
C 2.791126 -6.015292 2.952044 0.09 0.08 -0.01
H -1.305008 1.651489 -1.017647 -0.10 -0.16 0.00
C 3.465226 0.362135 -0.107922 0.64 -0.05 0.77
H 2.204975 -1.375815 -0.659673 0.00 0.36 0.26
C 1.329969 3.228449 -0.501606 -0.05 -0.19 -0.09
H 1.741212 0.628878 1.727259 -0.09 -0.02 0.02
Cl 6.373498 -2.454460 1.976716 -0.03 0.00 0.04
O 4.401975 -0.089238 0.505439 -0.68 0.35 -0.84
H 0.267669 3.375345 -0.236186 0.18 -0.02 -0.17
H -1.590359 0.252126 -2.057673 0.12 0.10 0.21
Cl -4.829859 -0.177667 4.296066 -0.43 0.11 0.16
```
Forces are in eV/Å.

=====

(4)
Formula: C20H18Cl4N2O2PtS2Se
Source: the OMol25 dataset
Level of theory: wB97M-V/def2-TZVPD

Spin multiplicity ... 1
Relative energy (zero: lowest compared OMol25 entry of this formula, charge and spin) ... 267.5 kcal per mole
E_LUMO ... 4.147 eV
Charge ... -2
HOMO energy ... -1.09 eV

The geometry in XYZ format:
```
50
Properties=species:S:1:pos:R:3:forces:R:3
H 1.304962 3.061074 0.964551 -0.04 0.04 -0.01
H -2.357095 -1.083735 2.723959 0.00 -0.01 0.02
S -1.554626 -0.906210 0.006469 0.55 -0.25 1.36
H -6.031282 1.055297 0.209168 0.01 0.00 -0.01
H 0.567410 3.288566 -0.641996 0.01 0.03 0.00
C -1.553053 0.067014 -5.029079 0.03 -0.09 -0.11
H -0.462507 -0.461276 1.004908 -2.23 -0.29 -2.05
C 1.834586 -0.367866 2.884156 0.11 -0.36 0.75
H 4.366978 0.710300 5.385757 -0.01 0.00 0.00
Cl -3.268206 0.917510 -6.947655 0.00 0.00 0.01
C -4.340934 -0.263306 2.843791 -0.02 -0.01 0.00
H -6.291104 0.611397 2.613932 0.00 0.00 0.00
C -3.033770 -0.358165 0.829059 0.08 0.08 0.14
Cl -0.486389 0.390211 -7.554066 -0.01 0.01 0.01
H 2.688466 -0.244112 4.541545 -0.10 -0.07 -0.01
C -4.048227 0.252945 0.075197 0.20 -0.08 0.15
C 1.080892 -1.479523 -1.514796 -0.02 0.05 0.56
C 1.618189 -1.281174 -0.225063 -0.25 0.05 -0.04
N 3.592516 1.385380 3.552592 0.02 0.02 -0.06
H -0.275004 2.309401 0.568144 -0.02 0.05 -0.04
H 2.664840 -1.995326 1.483523 0.01 -0.01 0.01
C 2.285963 -2.251045 0.506653 0.14 -0.04 -0.12
H 4.107957 2.478178 5.284275 0.00 0.01 0.00
C -3.175746 -0.616615 2.188128 -0.07 0.07 -0.05
C 4.427989 1.587519 4.740326 0.01 -0.02 -0.02
Cl 1.400818 0.233450 0.715961 0.86 0.47 -0.76
C -5.230056 0.583402 0.764876 0.11 -0.07 -0.02
H 0.811936 0.448283 -2.396412 -0.01 -0.22 -0.12
C 2.436937 -3.521750 -0.015546 -0.02 0.05 0.00
H 2.954560 -4.284891 0.550763 0.01 0.00 0.01
H 0.385205 -1.021448 -3.377419 -0.05 0.19 -0.51
C 0.719775 2.578088 0.172823 0.03 -0.15 -0.03
C -1.600246 0.999136 -6.310050 0.01 -0.03 -0.01
Cl -1.201136 2.686439 -5.972698 0.01 0.01 0.00
O -1.690028 0.733310 -3.965228 -0.16 -0.10 0.03
N 1.423167 1.460414 -0.455235 0.12 0.14 0.08
H 1.994481 -4.778846 -1.699866 -0.01 0.02 -0.01
C 2.728547 0.301225 3.585883 -0.07 0.13 -0.10
C -5.369690 0.332455 2.114393 -0.05 0.02 0.07
Pt -1.668435 -0.101514 -2.064035 0.85 0.31 0.77
H 5.458388 1.756845 4.431338 0.00 0.00 0.00
Se 4.653876 3.673879 2.529122 -0.08 -0.09 -0.01
H 0.849257 -3.016085 -2.956999 0.02 -0.02 0.00
H -4.448918 -0.447730 3.905120 0.00 0.00 0.00
C 0.350205 -0.541150 -2.410923 0.13 0.14 0.33
O -1.435570 -1.123721 -5.236745 -0.03 0.02 0.03
C 3.524812 2.208926 2.461864 0.03 0.10 0.03
C 1.262118 -2.794505 -1.979410 0.01 -0.06 -0.08
C 1.904121 -3.788086 -1.268362 0.00 -0.06 -0.07
S -3.876929 0.617435 -1.616690 -0.13 0.01 -0.16
```
Forces are in eV/Å.

=====

In order of appearance, energy = -3503.21919; -3705.37511; -19988.91942; -6190.51945 Eh.